1.
# C11H25Cl4N2O2P

2 unconnected molecules or ions with the total composition C11H25Cl4N2O2P (the ωB97M-V functional and the def2-TZVPD basis, the OMol25 dataset).

Structure (ORCA input):
```
! RIJCOSX wB97M-V def2-TZVPD def2/J DEFGRID3
* xyz 0 1
C -0.918 1.107 3.955
O -0.642 2.247 3.130
C 0.091 1.853 1.921
P -1.089 0.903 0.750
C -2.422 -0.092 -0.206
C -2.597 -1.520 0.531
N -3.743 -2.313 0.008
C 0.020 1.127 -0.765
C 0.571 -0.321 -1.191
C 2.123 -0.360 -1.537
C 2.629 0.876 -2.412
N 3.258 1.849 -1.440
C 3.562 3.086 -2.170
C 3.489 4.444 -1.355
O 3.817 3.017 -3.382
H -1.328 1.387 4.980
H -1.699 0.398 3.504
H 0.010 0.464 4.140
H 0.910 1.119 2.243
H 0.561 2.783 1.479
H -0.851 -0.291 1.546
H -2.118 1.872 1.063
H -3.445 0.416 -0.133
H -2.203 -0.252 -1.307
H -2.804 -1.258 1.627
H -1.600 -2.069 0.523
H -3.909 -3.058 0.698
H -3.392 -2.755 -0.853
H 0.892 1.796 -0.441
H -0.477 1.695 -1.623
H -0.055 -0.648 -2.092
H 0.294 -1.050 -0.353
H 2.314 -1.331 -2.095
H 2.687 -0.379 -0.546
H 3.412 0.478 -3.140
H 1.800 1.380 -2.987
H 4.102 1.419 -1.045
H 3.877 5.255 -2.041
H 4.165 4.311 -0.450
H 2.435 4.633 -0.977
Cl -3.321 -5.731 1.790
C -2.346 -6.444 0.488
Cl -1.218 -7.629 1.176
Cl -3.414 -7.250 -0.678
Cl -1.430 -5.164 -0.335
*
```

## Properties
Molar mass in g mol⁻¹: 390.12
Structure (SMILES): COC[PH2](CCN)CCCCNC(C)=O.ClC(Cl)(Cl)Cl
DFT total energy in eV: -78261.210

---

2.
# C3H9N2O2

2 unconnected molecules or ions with the total composition C3H9N2O2 (the ωB97M-V functional and the def2-TZVPD basis, the OMol25 dataset).

Structure (ORCA input):
```
! RIJCOSX wB97M-V def2-TZVPD def2/J DEFGRID3
* xyz 1 1
C 2.425 0.175 -0.800
C -2.773 1.208 0.458
C 2.943 -0.174 0.363
N -2.216 0.155 -0.387
N -1.022 -0.216 -0.344
O -3.078 -0.601 -1.169
O -0.162 0.518 0.264
H 2.854 1.133 -1.265
H -2.443 -1.349 -1.452
H 1.822 -0.473 -1.380
H -3.095 0.876 1.435
H -3.692 1.568 0.008
H -1.997 1.842 0.442
H 2.701 -1.123 0.824
H 3.572 0.426 1.086
H 0.950 0.491 0.076
*
```

## Properties
Molar mass in g mol⁻¹: 105.12
ΔE to the lowest compared entry with this formula, charge and spin in kcal per mole: 176.6

---

3.
# C16H17Cl4N3O8Ti

A molecular structure, C16H17Cl4N3O8Ti (the ωB97M-V functional and the def2-TZVPD basis, the OMol25 dataset).

Structure (ORCA input):
```
! RIJCOSX wB97M-V def2-TZVPD def2/J DEFGRID3
* xyz -1 4
Ti 0.781 13.941 11.469
Cl 2.354 10.285 10.490
O 2.172 11.701 10.448
O 3.740 9.995 10.336
O 1.916 9.774 11.755
O 1.551 9.670 9.461
Cl -1.674 16.288 13.535
O -1.397 17.583 14.110
O -0.644 16.061 12.530
O -1.564 15.251 14.515
O -2.966 16.200 12.951
N -1.130 12.549 11.482
C -2.147 12.378 12.346
C -3.258 11.614 12.047
C -3.316 10.919 10.843
C -2.215 10.984 10.004
C -1.159 11.805 10.363
H -2.053 12.899 13.291
H -4.078 11.557 12.749
H -4.127 10.308 10.468
H -2.202 10.417 9.085
H -0.337 11.960 9.676
N 3.253 14.960 11.579
C 3.713 15.846 10.697
C 5.047 16.030 10.376
C 5.951 15.259 11.079
C 5.522 14.288 11.982
C 4.150 14.236 12.249
H 2.969 16.422 10.156
H 5.361 16.805 9.694
H 7.016 15.386 10.915
H 6.185 13.639 12.533
H 3.777 13.412 12.846
N 0.353 14.757 9.489
C -0.747 15.537 9.255
C -0.855 16.315 8.134
C 0.203 16.378 7.205
C 1.269 15.509 7.397
C 1.320 14.699 8.527
H -1.479 15.668 10.042
H -1.681 17.005 8.023
H 0.075 16.998 6.328
H 2.135 15.530 6.747
H 2.255 14.240 8.827
C 1.106 12.736 15.779
Cl 0.054 11.404 16.263
Cl 1.265 12.830 13.996
H 0.662 13.657 16.140
H 2.106 12.589 16.168
*
```

## Properties
Molar mass in g mol⁻¹: 569.00
Expectation value of S²: 3.77
ΔE to the lowest compared entry with this formula, charge and spin in kcal per mole: 0.0

---

4.
# C6H10N2

C6H10N2 in the gas phase (the ωB97M-V functional and the def2-TZVPD basis, the OMol25 dataset).

Structure (ORCA input):
```
! RIJCOSX wB97M-V def2-TZVPD def2/J DEFGRID3
* xyz 0 1
H -3.488 0.943 -0.689
N -2.545 0.548 -0.779
C -1.766 1.090 0.095
C -0.300 0.805 0.259
N 0.479 1.930 0.499
C 0.142 -0.473 0.209
C -0.752 -1.683 0.078
C 1.553 -0.822 0.337
C 2.495 -0.483 -0.552
H -2.157 1.880 0.762
H 0.207 2.706 -0.100
H 1.471 1.727 0.401
H -0.934 -1.908 -0.978
H -0.297 -2.570 0.535
H -1.712 -1.545 0.586
H 1.818 -1.439 1.193
H 2.260 0.092 -1.443
H 3.524 -0.800 -0.414
*
```

## Properties
Molar mass in g mol⁻¹: 110.16
Structure (SMILES): [H]/N=C/C(N)=C(\C)C=C
ΔE to the lowest compared entry with this formula, charge and spin in kcal per mole: 37.9

---

5.
# C5H9ClN2

2 unconnected molecules or ions with the total composition C5H9ClN2 (the ωB97M-V functional and the def2-TZVPD basis, the OMol25 dataset).

Structure (ORCA input):
```
! RIJCOSX wB97M-V def2-TZVPD def2/J DEFGRID3
* xyz 0 1
C 2.024 0.237 1.953
C 0.353 -0.672 0.155
C 1.950 1.637 1.629
C -2.530 0.181 -1.831
C -1.255 -0.785 -1.685
N 2.509 -0.732 2.520
N -0.291 -0.175 -0.761
Cl 0.106 -2.531 0.735
H 2.473 2.186 2.373
H 2.495 1.800 0.617
H 0.910 1.730 1.373
H -3.317 -0.279 -1.321
H -2.079 1.239 -1.693
H -2.817 0.087 -2.853
H -0.892 -0.676 -2.705
H -1.559 -1.751 -1.259
H 1.920 -1.497 2.752
*
```

## Properties
Molar mass in g mol⁻¹: 132.59
ΔE to the lowest compared entry with this formula, charge and spin in kcal per mole: 118.9

---

6.
# C2H5BrN2O

2 unconnected molecules or ions with the total composition C2H5BrN2O (the ωB97M-V functional and the def2-TZVPD basis, the OMol25 dataset).

Structure (ORCA input):
```
! RIJCOSX wB97M-V def2-TZVPD def2/J DEFGRID3
* xyz 0 1
C 1.266 -0.506 0.810
C 0.542 -1.332 -0.170
N -0.620 1.542 -0.021
N 0.943 0.829 1.012
O 2.246 -0.879 1.399
Br 1.880 2.181 1.993
H -0.479 -0.947 -0.281
H 0.894 -1.356 -1.143
H 0.469 -2.369 0.179
H -0.147 1.803 -0.842
H -0.797 2.430 0.427
*
```

## Properties
Molar mass in g mol⁻¹: 152.98
ΔE to the lowest compared entry with this formula, charge and spin in kcal per mole: 79.6

---

7.
# C10H10N3

A gas-phase ion, C10H10N3 (charge +1) (the ωB97M-V functional and the def2-TZVPD basis, the OMol25 dataset).

Structure (ORCA input):
```
! RIJCOSX wB97M-V def2-TZVPD def2/J DEFGRID3
* xyz 1 1
C -4.490 0.730 0.603
C -3.145 0.249 0.223
C -1.930 0.057 0.821
N -1.046 -0.423 -0.134
C 0.198 -0.605 0.076
C 1.217 -1.389 0.217
C 2.668 -1.066 0.128
C 3.027 0.219 -0.125
C 4.410 0.665 -0.156
C 1.961 1.113 -0.205
N 0.887 1.560 -0.058
C -1.838 -0.564 -1.354
N -3.010 -0.185 -1.129
H -5.057 0.846 -0.383
H -5.000 -0.214 1.147
H -4.494 1.761 1.112
H -1.646 0.252 1.757
H 1.069 -2.524 0.265
H 3.167 -1.999 0.008
H 4.432 1.738 0.334
H 4.789 0.848 -1.232
H 5.165 0.068 0.336
H -1.334 -1.137 -2.252
*
```

## Properties
Molar mass in g mol⁻¹: 172.21
Structure (SMILES): CC1=C[N+](=C=C/C=C(/C)C#N)C=N1
ΔE to the lowest compared entry with this formula, charge and spin in kcal per mole: 73.1

---

8.
# H39O20

20 unconnected molecules or ions with the total composition H39O20 (the ωB97M-V functional and the def2-TZVPD basis, the OMol25 dataset).

Structure (ORCA input):
```
! RIJCOSX wB97M-V def2-TZVPD def2/J DEFGRID3
* xyz -1 1
O 2.893 1.776 -0.347
H -0.598 3.188 -0.510
O -3.523 -0.041 3.357
H -3.099 0.641 2.841
H -3.792 0.119 4.259
O -1.247 0.299 0.419
H -1.868 0.508 1.116
H 0.331 0.358 0.707
O 2.416 -0.688 -2.022
H 3.272 -0.918 -1.632
H 2.198 1.325 0.180
O 1.109 0.705 1.264
H 2.719 2.684 -0.606
H 0.602 1.087 1.989
O 3.223 1.448 -3.817
H 3.729 1.341 -3.005
H 2.148 0.062 -1.468
O -2.571 -1.769 -0.493
H -1.967 -1.040 -0.189
H -2.164 -2.593 -0.785
O 0.842 -2.503 2.317
H -1.168 5.805 1.736
H 4.731 2.134 0.500
O 0.463 -2.940 -4.440
H -0.183 -2.346 -4.050
H 1.123 -3.140 -3.764
O 4.961 -2.413 -0.527
H 4.712 -2.297 0.404
H 5.866 -2.081 -0.445
O -0.746 5.291 2.432
H 0.049 -0.239 -2.622
H -0.329 4.561 1.945
O -0.234 2.906 0.340
H -0.438 1.936 0.286
H 2.349 1.813 -3.665
O -0.649 -0.286 -1.967
H -0.877 -0.021 -1.039
H 0.813 -1.548 2.137
O 4.784 2.381 1.434
H 0.115 -2.504 2.965
H 3.994 1.864 1.668
O -5.905 -0.920 -0.079
H -5.185 -1.271 0.461
H -6.106 -0.001 0.104
O -1.181 0.207 5.088
H -0.339 0.531 4.767
H -1.366 -0.672 5.404
O -3.490 1.903 -0.391
H -3.804 1.014 -0.600
H -2.556 1.777 -0.168
O 3.917 -1.333 -4.579
H 3.861 -0.435 -4.144
H 4.025 -1.819 -3.751
O -3.427 -1.775 -4.100
H -4.135 -1.128 -3.992
H -2.820 -1.415 -3.408
O -1.534 -2.882 4.228
H -1.565 -3.805 4.511
H -2.377 -2.839 3.747
*
```

## Properties
Molar mass in g mol⁻¹: 359.29
ΔE to the lowest compared entry with this formula, charge and spin in kcal per mole: 96.7